{"formula": "C21H34BN6PbS3", "method": "ωB97M-V/def2-TZVPD", "species": ["Pb", "C", "C", "C", "C", "C", "N", "N", "B", "N", "N", "C", "C", "C", "C", "C", "N", "N", "C", "C", "C", "C", "C", "H", "H", "H", "H", "H", "H", "H", "H", "H", "H", "H", "H", "H", "H", "H", "H", "H", "H", "H", "H", "H", "H", "C", "C", "S", "C", "C", "S", "C", "C", "S", "H", "H", "H", "H", "H", "H", "H", "H", "H", "H", "H", "H"], "xyz": [[0.576, 0.037, 0.169], [1.984, -2.062, 2.692], [0.564, -2.008, 2.839], [-0.267, -2.535, 3.833], [-1.563, -2.090, 3.484], [-2.893, -2.317, 4.106], [-1.437, -1.312, 2.407], [-0.164, -1.281, 2.009], [-2.450, -0.401, 1.722], [-2.025, 1.108, 1.798], [-1.037, 1.538, 0.921], [-1.025, 2.848, 0.991], [-0.138, 3.645, 0.132], [-1.949, 3.290, 1.915], [-2.600, 2.192, 2.373], [-3.693, 2.198, 3.427], [-2.529, -0.794, 0.204], [-1.442, -0.948, -0.491], [-1.775, -1.374, -1.706], [-0.711, -1.707, -2.693], [-3.141, -1.508, -1.773], [-3.633, -1.119, -0.482], [-5.084, -0.970, -0.035], [2.189, -1.708, 1.728], [2.409, -3.042, 2.864], [2.491, -1.328, 3.348], [-0.091, -3.274, 4.610], [-3.015, -3.033, 4.969], [-3.624, -2.529, 3.357], [-3.312, -1.377, 4.543], [-3.476, -0.498, 2.274], [0.787, 3.823, 0.670], [-0.487, 4.672, -0.098], [0.074, 3.114, -0.808], [-2.068, 4.344, 2.170], [-3.893, 3.197, 3.834], [-3.462, 1.442, 4.186], [-4.631, 1.903, 2.901], [-0.664, -1.000, -3.509], [-0.916, -2.702, -3.054], [0.233, -1.736, -2.146], [-3.637, -1.928, -2.625], [-5.715, -1.734, -0.514], [-5.345, 0.078, -0.300], [-5.202, -1.060, 1.066], [3.591, -1.385, -3.356], [2.390, -0.928, -4.178], [1.670, 0.634, -3.789], [2.859, 1.942, -4.158], [4.037, 2.160, -3.179], [3.459, 2.291, -1.451], [4.435, 1.159, -0.423], [4.750, -0.189, -0.978], [3.405, -1.228, -1.563], [4.445, -0.737, -3.523], [3.961, -2.399, -3.574], [1.456, -1.561, -4.161], [2.586, -0.820, -5.286], [2.181, 2.843, -4.125], [3.252, 1.821, -5.189], [4.563, 3.088, -3.456], [4.804, 1.412, -3.207], [3.823, 1.137, 0.477], [5.379, 1.691, -0.202], [5.273, -0.837, -0.229], [5.467, -0.152, -1.757]], "relative_energy_ev": 0.5924, "orbital_gap_ev": 8.22, "homo_ev": -10.9, "total_charge": 1}